Entry 1:
{
  "formula": "C25H20As2F12N2O8PSTi",
  "method": "ωB97M-V with the def2-TZVPD basis set",
  "elements": ["Ti", "O", "C", "C", "C", "N", "C", "C", "C", "O", "O", "C", "O", "O", "H", "H", "H", "O", "S", "O", "O", "C", "C", "C", "C", "C", "C", "P", "C", "C", "C", "C", "C", "C", "C", "C", "C", "C", "C", "C", "H", "H", "H", "H", "H", "H", "H", "H", "H", "H", "H", "H", "H", "H", "N", "H", "H", "H", "F", "As", "F", "F", "F", "F", "F", "F", "As", "F", "F", "F", "F", "F"],
  "positions_angstrom": [[-0.14222, -1.72224, -0.57230], [-0.31872, -1.86284, -6.58450], [-0.28682, -1.78244, -5.22790], [-0.00752, -0.58234, -4.56830], [0.02408, -0.57614, -3.18630], [-0.15652, -1.70884, -2.47510], [-0.56472, -2.83784, -3.10210], [-0.62782, -2.91974, -4.47370], [-1.14152, -3.78264, -2.07920], [-1.62502, -4.86234, -2.32970], [-1.11552, -3.20874, -0.90030], [0.06838, 0.61006, -2.28700], [0.34278, 1.74026, -2.64530], [-0.31542, 0.25406, -1.07700], [-0.08652, -1.00404, -6.95870], [0.14528, 0.34256, -5.10700], [-0.96382, -3.82224, -4.95790], [2.19948, -0.42624, -1.40680], [2.36898, -0.48774, 0.02130], [3.41668, -1.33134, 0.51250], [1.06808, -0.75624, 0.75310], [2.70478, 1.17976, 0.57570], [3.99518, 1.66126, 0.64820], [4.21778, 2.95696, 1.08640], [3.13878, 3.76046, 1.42890], [1.84688, 3.27426, 1.34650], [1.61898, 1.96606, 0.91900], [-0.05752, 1.26706, 1.00480], [-0.17392, 1.07326, 2.83420], [0.59708, 0.11166, 3.48930], [0.47888, -0.07044, 4.85420], [-0.41742, 0.69166, 5.58680], [-1.15642, 1.67436, 4.95060], [-1.04122, 1.86556, 3.58580], [-1.15332, 2.62956, 0.48900], [-2.49452, 2.68536, 0.87180], [-3.33892, 3.61956, 0.30120], [-2.87302, 4.47356, -0.68480], [-1.54982, 4.40286, -1.08900], [-0.69462, 3.48286, -0.51460], [4.79698, 0.99036, 0.38110], [5.22618, 3.33206, 1.17200], [3.30468, 4.77156, 1.76760], [1.00748, 3.89886, 1.61280], [1.29688, -0.48524, 2.92290], [1.08158, -0.81504, 5.35170], [-0.52892, 0.53386, 6.64700], [-1.82072, 2.30806, 5.52090], [-1.60622, 2.65276, 3.10940], [-2.90572, 1.96176, 1.56480], [-4.37982, 3.64376, 0.58910], [-3.54742, 5.15646, -1.17630], [-1.18242, 5.03956, -1.87860], [0.31488, 3.38536, -0.88290], [-0.21122, -2.91134, 1.51800], [-0.48482, -2.41294, 2.36180], [0.69168, -3.35554, 1.67720], [-0.89982, -3.63664, 1.32050], [-1.72032, -0.91594, 0.64780], [-3.24782, -0.93214, -0.33950], [-4.01972, -0.32444, 1.17820], [-3.05842, 0.72686, -0.85280], [-2.60062, -1.36644, -1.88160], [-4.89012, -0.97164, -1.05700], [-3.44712, -2.56044, 0.22490], [1.51108, -2.73174, -0.80280], [2.45138, -4.22394, -0.65130], [2.13608, -4.49174, -2.36000], [3.95978, -3.50694, -1.08680], [3.25438, -5.81504, -0.47460], [2.68078, -3.94324, 1.07070], [0.90848, -4.97954, -0.22620]],
  "atomic_forces_ev_per_a": [[0.4, 3.3, 4.8], [0.0, -0.1, 0.8], [-0.1, -0.1, 0.0], [0.1, -0.1, 0.4], [0.0, -1.1, -0.5], [-0.4, -0.2, -4.1], [0.3, 0.8, -0.1], [0.2, 0.1, -0.1], [-0.7, -1.7, -1.0], [0.5, 1.1, 0.1], [-0.4, -1.4, 0.1], [-0.1, 1.4, 0.4], [-0.2, -1.2, -0.1], [-0.1, -1.4, -2.2], [0.0, 0.0, 0.0], [0.0, 0.1, 0.1], [0.0, -0.1, 0.0], [-0.2, -0.2, -0.5], [2.5, 1.6, 1.5], [0.0, 0.3, 0.0], [0.4, -1.7, -1.0], [-0.7, -0.3, -0.1], [0.3, -0.1, 0.0], [0.0, -0.2, -0.1], [-0.1, 0.1, 0.0], [0.4, -0.1, -0.1], [-0.3, 0.5, 0.3], [-1.4, 1.4, 2.0], [0.0, 1.0, -0.3], [0.0, 0.0, -0.2], [-0.1, -0.1, 0.1], [0.0, 0.1, 0.0], [-0.1, 0.0, 0.1], [0.1, -0.1, 0.2], [0.6, 0.2, 0.6], [0.1, 0.1, 0.0], [-0.1, -0.1, -0.1], [0.0, 0.1, -0.1], [-0.1, 0.0, -0.1], [-0.2, 0.0, 0.2], [0.2, 0.0, 0.0], [0.1, 0.0, 0.0], [0.1, 0.1, 0.1], [-0.1, 0.0, 0.1], [0.1, 0.0, 0.1], [0.1, -0.1, 0.0], [0.0, 0.0, 0.2], [-0.1, 0.0, 0.1], [0.0, 0.0, 0.0], [0.1, 0.0, 0.0], [-0.1, 0.0, 0.0], [-0.1, 0.2, 0.0], [0.0, 0.1, -0.1], [0.0, 0.1, 0.0], [-0.1, -0.2, -0.5], [0.1, 0.1, -0.2], [-0.1, 0.0, 0.0], [0.2, 0.1, 0.2], [0.1, -0.6, -1.5], [-5.1, 1.9, 1.4], [0.9, -0.6, -1.2], [0.2, -1.0, 0.4], [0.3, -0.3, 0.4], [1.5, -0.1, 0.5], [0.3, 0.5, -0.5], [0.2, -0.2, -0.4], [1.8, -4.4, 0.6], [-0.2, 0.3, 0.9], [-0.9, 0.1, 0.3], [-0.8, 1.5, -0.3], [-0.2, 0.3, -1.0], [0.7, 0.4, -0.4]],
  "lowdin_charge": [1.19, 0.09, -0.24, 0.11, -0.11, 0.01, -0.11, 0.12, -0.50, 0.16, -0.17, -0.51, 0.13, -0.26, 0.12, 0.14, 0.14, -0.26, 0.55, -0.26, -0.52, -0.23, -0.05, -0.07, -0.07, -0.07, -0.28, 1.13, -0.29, -0.10, -0.09, -0.11, -0.09, -0.09, -0.33, -0.13, -0.09, -0.10, -0.09, -0.11, 0.12, 0.10, 0.10, 0.11, 0.09, 0.10, 0.09, 0.10, 0.08, 0.09, 0.10, 0.09, 0.10, 0.09, 0.07, 0.07, 0.04, 0.07, -0.30, 0.88, -0.27, -0.20, -0.18, -0.27, -0.21, -0.31, 0.86, -0.23, -0.21, -0.27, -0.23, -0.23],
  "homo_energy_ha": [-0.1527, -0.1537],
  "homo_lumo_gap_ha": [0.16263, 0.16521],
  "de_lowest_kcal_mol": 93.8,
  "multiplicity": 1,
  "fmax_ha_per_bohr": 0.1132,
  "total_charge": -1,
  "molar_mass_da": 965.169,
  "energy_ha": -8935.53691,
  "e_lumo_ev": [0.3, 0.3]
}

Entry 2:
{
  "formula": "C25H20Br2N4O7SV",
  "method": "ωB97M-V with the def2-TZVPD basis set",
  "elements": ["V", "O", "C", "C", "C", "C", "C", "C", "C", "O", "N", "N", "C", "C", "C", "C", "C", "C", "C", "O", "H", "H", "H", "H", "H", "H", "H", "H", "H", "H", "C", "C", "C", "C", "C", "Br", "N", "C", "H", "H", "H", "H", "H", "H", "O", "S", "O", "O", "O", "Br", "C", "C", "C", "C", "N", "C", "H", "H", "H", "H"],
  "positions_angstrom": [[0.19257, -0.72070, 0.81453], [-3.01012, -2.02844, -1.93202], [-3.79678, -0.99869, -1.56857], [-5.14245, -1.09995, -1.91513], [-6.03511, -0.09598, -1.59975], [-5.61015, 1.04313, -0.92561], [-4.28350, 1.14740, -0.55386], [-3.37100, 0.13267, -0.85004], [-2.01018, 0.23771, -0.33125], [-1.47354, -0.90807, 0.18104], [-1.61875, 1.36078, 0.19663], [-0.58131, 1.08233, 1.07899], [-0.27481, 1.96293, 1.95250], [0.55890, 1.65966, 3.09883], [0.95541, 2.69284, 3.95741], [1.64302, 2.42867, 5.11655], [1.92045, 1.09313, 5.45484], [1.52642, 0.06448, 4.62936], [0.86375, 0.33033, 3.42845], [0.50688, -0.68216, 2.62824], [-2.05615, -1.81228, -2.00282], [-5.45550, -1.98189, -2.45645], [-7.07320, -0.19819, -1.88919], [-6.30696, 1.83355, -0.68588], [-3.92379, 2.00690, -0.01046], [-0.74376, 2.93992, 1.85342], [0.70706, 3.70906, 3.67902], [1.95574, 3.23188, 5.76659], [2.44429, 0.86656, 6.37288], [1.73113, -0.96870, 4.87857], [1.87779, 3.32265, -4.18479], [2.33726, 2.75517, -2.87295], [3.45961, 1.94212, -2.77789], [3.76952, 1.32507, -1.58340], [2.92071, 1.57839, -0.52526], [3.18591, 0.60772, 1.11780], [1.89080, 2.38039, -0.54548], [1.60046, 2.95443, -1.71578], [2.71998, 3.52079, -4.84574], [1.31444, 4.24340, -4.04142], [1.22704, 2.59435, -4.67249], [4.06542, 1.74675, -3.65285], [4.60369, 0.64771, -1.48905], [0.72031, 3.58661, -1.72510], [1.25510, -0.31275, -3.22661], [0.24880, -0.71058, -2.28689], [-0.16426, -2.11353, -2.35122], [-0.91085, 0.18274, -2.26447], [0.94649, -0.59737, -0.80696], [3.79395, -5.16065, 1.50949], [2.08589, -4.59351, 0.95738], [1.20737, -5.47084, 0.32867], [-0.03303, -4.99365, -0.04838], [-0.35719, -3.67011, 0.19684], [0.49494, -2.84009, 0.80648], [1.69938, -3.29392, 1.17849], [1.49850, -6.49561, 0.14306], [-0.74510, -5.63222, -0.54864], [-1.30549, -3.25052, -0.10738], [2.35401, -2.58181, 1.66775]],
  "atomic_forces_ev_per_a": [[0.6, -0.4, -1.4], [0.2, -0.1, 0.0], [0.0, 0.2, 0.1], [0.0, -0.1, 0.0], [0.0, 0.0, 0.0], [0.1, 0.0, 0.0], [-0.1, -0.1, -0.1], [0.0, -0.3, -0.9], [-0.8, 0.2, 2.6], [-0.4, -0.1, -0.7], [0.6, 0.0, -0.1], [-0.3, 0.1, -0.5], [0.3, 0.2, 0.5], [-0.3, 0.2, -0.4], [0.0, 0.1, 0.0], [0.1, -0.3, 0.1], [-0.1, 0.4, -0.1], [0.1, -0.2, -0.1], [-0.2, -0.1, 0.0], [0.3, 0.1, 0.2], [-0.2, 0.0, 0.0], [0.0, 0.0, 0.0], [0.0, 0.0, 0.0], [0.0, 0.0, 0.0], [0.0, 0.1, 0.0], [0.0, 0.0, 0.1], [0.0, 0.0, 0.0], [0.0, 0.0, 0.0], [0.0, 0.0, 0.0], [0.0, 0.0, 0.0], [0.0, -0.1, 0.1], [0.0, 0.0, -0.1], [-0.1, 0.0, -0.1], [0.0, -0.1, 0.1], [0.0, -0.1, 0.1], [0.1, 0.1, -0.1], [0.0, 0.0, 0.0], [0.0, 0.0, 0.1], [0.0, 0.0, 0.0], [0.0, 0.0, 0.0], [0.0, 0.0, 0.0], [0.0, 0.0, 0.0], [0.0, 0.0, 0.0], [0.0, 0.0, 0.0], [0.3, 0.0, 0.4], [-0.7, -0.6, -1.4], [0.2, 0.5, 0.3], [0.6, -0.2, 0.1], [-0.2, 0.4, 1.0], [0.0, 0.0, 0.0], [-0.1, -0.2, -0.1], [0.1, 0.2, 0.1], [0.0, 0.0, 0.0], [0.0, 0.1, 0.0], [0.0, -0.1, 0.0], [-0.1, 0.3, 0.2], [0.0, 0.0, 0.0], [0.0, 0.0, 0.0], [0.0, 0.0, 0.0], [0.0, -0.1, 0.0]],
  "nbo_charge": [1.62, -0.69, 0.36, -0.28, -0.16, -0.27, -0.15, -0.15, 0.61, -0.68, -0.37, -0.32, 0.20, -0.19, -0.14, -0.24, -0.16, -0.27, 0.36, -0.68, 0.53, 0.22, 0.21, 0.21, 0.23, 0.22, 0.22, 0.22, 0.22, 0.23, -0.63, -0.04, -0.13, -0.26, 0.17, 0.06, -0.46, 0.06, 0.22, 0.22, 0.24, 0.22, 0.23, 0.20, -0.96, 2.58, -1.01, -0.98, -0.89, 0.10, -0.12, -0.15, -0.23, 0.12, -0.49, 0.03, 0.24, 0.24, 0.25, 0.22],
  "homo_energy_ha": [-0.3020, -0.3021],
  "homo_lumo_gap_ha": [0.24455, 0.26135],
  "de_lowest_kcal_mol": 23.5,
  "multiplicity": 2,
  "fmax_ha_per_bohr": 0.0536,
  "total_charge": 0,
  "molar_mass_da": 731.275,
  "energy_ha": -8200.70243,
  "e_lumo_ev": [-1.6, -1.1]
}